No. 1
{"formula": "C26H42Br3Cl2F4N3O2P2S", "method": "ωB97M-V with the def2-TZVPD basis set", "gap_ev": 7.70, "lumo_energy_ha": -0.005, "multiplicity": 1, "elements": ["C", "C", "C", "C", "C", "C", "C", "C", "C", "O", "O", "C", "P", "S", "P", "C", "C", "C", "C", "C", "C", "Cl", "C", "C", "Cl", "C", "C", "C", "N", "C", "C", "N", "F", "C", "N", "C", "F", "F", "F", "H", "H", "H", "H", "H", "H", "H", "H", "H", "H", "H", "H", "H", "H", "H", "H", "H", "H", "H", "H", "H", "H", "H", "H", "H", "H", "H", "H", "H", "H", "H", "H", "H", "H", "H", "H", "H", "H", "H", "H", "H", "C", "Br", "Br", "Br", "H"], "positions_angstrom": [[5.62295, -2.19804, 2.93702], [4.44668, -3.12749, 2.64512], [3.64191, -2.68947, 1.40921], [2.15479, -2.95959, 1.59608], [1.06338, -2.68694, 0.52467], [1.03165, -1.64559, -0.62602], [-0.10775, -2.06840, -1.58444], [0.08777, -3.20264, -2.59933], [-0.36731, -4.58100, -2.12395], [-1.71366, -4.52089, -1.65581], [0.83278, -0.24004, -0.30186], [0.04003, 0.31489, 0.76797], [1.04645, 0.06135, 2.34118], [0.44809, -1.11728, 3.77498], [-1.52779, -0.76019, 0.89025], [-2.66144, -0.28257, 2.23660], [-3.61982, -1.46877, 2.47108], [-2.58614, -0.59624, -0.63197], [-3.99717, -0.02207, -0.50497], [-0.02660, 1.91356, 0.35121], [-0.53134, 2.85303, 1.46580], [-1.01419, 2.14576, 2.94782], [-0.63866, 4.17126, 1.30929], [-0.38723, 4.94336, 0.04390], [-1.18569, 5.15101, 2.61916], [1.39563, 2.41406, -0.01750], [1.98853, 2.28614, -1.28754], [3.27856, 2.79918, -1.48483], [4.01448, 3.39790, -0.55193], [3.47183, 3.50722, 0.65420], [2.17864, 3.04515, 0.96399], [-0.98963, 1.94405, -0.76677], [-2.21295, 2.40385, -0.25243], [-0.78514, 2.44616, -2.12993], [-2.05908, 2.79855, -2.71709], [2.35290, -1.59594, -1.42735], [2.83541, -2.83900, -1.63082], [3.31774, -0.88105, -0.85522], [2.16483, -1.07053, -2.67325], [5.26432, -1.21689, 3.25729], [6.24840, -2.05874, 2.05321], [6.25800, -2.58820, 3.73397], [4.81622, -4.14425, 2.49963], [3.78431, -3.13074, 3.51536], [3.83427, -1.63142, 1.24018], [4.02259, -3.22806, 0.53881], [2.06254, -4.02809, 1.82412], [1.85093, -2.47278, 2.52526], [0.89185, -3.62398, -0.00628], [0.13137, -2.50476, 1.07068], [-0.93805, -2.36767, -0.94594], [-0.40444, -1.16228, -2.10708], [1.09615, -3.29509, -2.99761], [-0.53835, -2.95709, -3.46344], [-0.32436, -5.26996, -2.97163], [0.28878, -4.98420, -1.34972], [-1.76008, -4.83709, -0.75166], [1.35347, 1.33725, 2.79500], [2.24402, -0.29932, 1.72524], [-3.23012, 0.61891, 2.00062], [-2.11102, -0.06885, 3.14463], [-3.60989, -2.19068, 1.65019], [-3.34184, -2.00536, 3.37658], [-4.64640, -1.11642, 2.57305], [-2.04765, -0.05408, -1.40416], [-2.66953, -1.62734, -0.98609], [-4.37322, 0.21282, -1.50369], [-4.04757, 0.87610, 0.10361], [-4.68293, -0.76571, -0.09600], [-0.40164, 6.00975, 0.25831], [-1.18659, 4.74736, -0.67306], [0.57272, 4.69572, -0.40769], [1.50976, 1.77799, -2.10191], [3.73984, 2.69412, -2.45917], [4.06463, 3.99920, 1.41494], [1.80936, 3.21881, 1.96696], [-0.06060, 3.26508, -2.17122], [-0.35618, 1.61635, -2.69540], [-2.04394, 2.58715, -3.70416], [-2.25005, 3.78474, -2.61165], [-6.44431, 2.89396, -2.87639], [-7.50637, 1.86624, -1.65127], [-5.39422, 4.20683, -1.95212], [-5.35716, 1.75532, -3.97589], [-7.12051, 3.42260, -3.53099]], "forces_ev_per_a": [[0.00, -0.06, 0.02], [-0.03, 0.21, -0.03], [0.18, -0.18, -0.13], [0.09, -0.03, 0.12], [0.25, -0.19, 0.04], [0.06, -0.11, 0.02], [0.23, -0.07, 0.09], [-0.17, -0.18, -0.20], [0.02, 0.10, 0.01], [-0.03, 0.02, -0.06], [0.00, 0.25, 0.03], [-0.13, 0.60, -0.25], [-0.04, -0.15, 0.29], [-0.28, 0.40, 0.10], [-0.24, -0.39, 0.27], [-0.48, 0.33, 0.10], [-0.01, 0.04, -0.07], [-0.30, 0.19, -0.16], [-0.11, -0.17, -0.08], [0.21, -0.25, -0.02], [0.01, -0.05, -0.26], [-0.18, 0.25, 0.36], [-0.01, 0.03, -0.24], [-0.07, 0.06, 0.08], [-0.10, 0.13, 0.14], [0.46, -0.05, -0.21], [0.65, 0.20, 0.91], [-0.53, -0.33, 0.06], [-0.07, -0.01, -0.02], [-0.94, -0.37, -0.05], [0.61, 0.03, -0.41], [0.02, -0.57, 0.26], [-0.01, 0.11, -0.15], [-0.08, 0.54, -0.16], [0.31, -0.21, -0.13], [-0.19, -0.06, -0.44], [0.01, 0.08, 0.16], [-0.02, 0.17, 0.00], [0.02, 0.08, 0.48], [0.01, 0.01, -0.07], [0.00, 0.01, -0.02], [-0.02, -0.01, 0.00], [-0.09, -0.07, 0.09], [0.03, -0.12, 0.02], [-0.03, 0.07, -0.04], [0.06, 0.16, -0.09], [-0.07, 0.01, -0.04], [0.14, -0.14, -0.27], [0.11, 0.03, -0.02], [0.22, -0.16, -0.11], [0.14, 0.07, -0.15], [0.04, -0.04, -0.08], [0.03, 0.07, 0.06], [-0.01, 0.00, 0.08], [-0.01, -0.02, 0.03], [0.02, 0.01, 0.00], [0.03, -0.03, 0.02], [0.20, 0.06, -0.05], [0.21, -0.13, -0.03], [0.07, -0.02, -0.02], [0.08, -0.23, -0.05], [0.00, 0.03, 0.01], [0.00, -0.06, -0.01], [0.01, -0.03, 0.08], [0.07, 0.01, 0.12], [-0.10, 0.11, -0.05], [0.04, 0.11, 0.08], [-0.03, 0.07, -0.09], [0.01, 0.07, 0.16], [0.06, -0.04, 0.00], [0.02, -0.04, 0.01], [-0.07, -0.02, -0.02], [0.04, -0.14, -0.04], [0.01, 0.02, -0.05], [0.02, -0.01, 0.05], [0.03, -0.02, -0.13], [-0.08, 0.10, 0.12], [-0.07, -0.05, 0.02], [-0.09, 0.02, -0.04], [-0.15, 0.00, 0.03], [0.01, -0.06, 0.02], [-0.04, -0.03, 0.04], [0.05, 0.09, 0.06], [0.01, -0.03, -0.10], [-0.02, 0.01, -0.01]], "lowdin_charge": [-0.116, -0.256, -0.235, -0.229, -0.120, -0.318, -0.138, -0.146, -0.252, -0.063, -0.159, -0.568, 0.457, 0.248, 1.065, -0.480, -0.152, -0.372, -0.144, -0.296, -0.648, 0.790, -0.729, -0.072, 0.703, -0.157, -0.022, -0.119, 0.064, -0.118, -0.037, -0.047, -0.040, -0.247, 0.040, -0.535, 0.142, 0.159, 0.129, 0.071, 0.073, 0.066, 0.105, 0.105, 0.078, 0.108, 0.122, -0.036, 0.099, 0.044, 0.056, 0.112, 0.104, 0.123, 0.115, 0.109, 0.086, -0.052, 0.006, 0.050, -0.021, 0.053, 0.068, 0.071, 0.054, 0.063, 0.033, 0.053, 0.068, 0.072, 0.076, 0.079, 0.088, 0.109, 0.107, 0.101, 0.100, 0.119, 0.069, 0.048, -1.643, 0.580, 0.579, 0.580, -0.032]}

---

No. 2
{"formula": "C13H18Si", "method": "ωB97M-V with the def2-TZVPD basis set", "e_above_lowest_kj_mol": 511.19, "gap_ev": [6.63, 6.91], "lumo_energy_ha": [-0.015, -0.038], "multiplicity": 1, "elements": ["C", "C", "C", "C", "C", "C", "C", "C", "C", "C", "C", "C", "C", "Si", "H", "H", "H", "H", "H", "H", "H", "H", "H", "H", "H", "H", "H", "H", "H", "H", "H", "H"], "positions_angstrom": [[-2.96691, 4.69270, 0.68418], [-3.48565, 3.66440, -0.20360], [-1.61621, 4.64161, 1.02533], [-2.61584, 2.77299, -0.80999], [-0.80380, 3.63801, 0.52780], [-1.23488, 2.61862, -0.37505], [0.49288, 0.94002, 0.36070], [1.40734, -0.04109, 0.60648], [-0.69360, 1.27018, -0.49466], [-1.13912, 0.31543, -1.45297], [1.48805, -1.81319, -1.64629], [0.05198, -3.18317, 0.78327], [3.10177, -2.54551, 0.86564], [1.39520, -1.88668, 0.41782], [-3.79105, 5.20226, 1.27285], [-4.46658, 3.71679, -0.41020], [-1.14351, 5.45698, 1.60769], [-3.05682, 2.22226, -1.68115], [0.26368, 3.82553, 0.84285], [0.78018, 1.82271, 0.88250], [-0.62296, 0.12204, -2.40829], [-2.19555, 0.47006, -1.68218], [-0.85495, -0.66507, -0.89289], [1.24605, -0.79110, -1.87803], [2.51245, -1.98570, -2.12980], [0.75305, -2.50795, -1.98982], [0.18262, -4.11500, 0.29461], [0.35741, -3.58300, 1.71613], [-0.97675, -2.64701, 0.78500], [3.38466, -3.18204, -0.02998], [3.96907, -1.84547, 0.85341], [3.09465, -3.02080, 1.86301]], "forces_ev_per_a": [[-2.03, -2.17, 0.55], [4.95, 1.78, 1.43], [-0.49, 1.04, -0.37], [-0.26, 0.09, -0.69], [1.77, 0.37, -0.07], [-1.98, -0.37, 0.93], [-0.05, 0.15, -0.57], [-2.72, 0.09, -0.47], [3.45, 1.82, 1.38], [-0.20, -3.24, -0.04], [1.79, 0.22, 1.61], [-0.65, 2.61, 0.63], [0.77, -0.15, -0.48], [1.74, -0.23, -3.44], [1.55, 0.11, -0.89], [-3.31, -0.11, -1.00], [-0.46, -0.75, -0.18], [0.70, 0.07, 1.19], [-1.10, -1.01, -0.56], [0.20, 0.94, 0.67], [0.16, 0.84, 0.27], [0.10, -0.66, 0.12], [-1.34, 0.93, -1.11], [-0.31, 0.25, -0.45], [-1.37, -0.10, 0.95], [-0.46, -0.37, -0.60], [-0.37, -0.42, -1.80], [-0.41, 0.25, 1.94], [1.57, -1.59, 0.04], [-0.49, -0.13, 1.46], [-1.01, 0.11, 0.20], [0.28, -0.37, -0.68]], "lowdin_charge": [-0.070, -0.071, -0.116, -0.035, -0.059, -0.152, -0.158, -0.015, -0.216, -0.074, -0.172, -0.188, -0.226, 0.529, 0.117, 0.054, 0.111, 0.116, 0.123, 0.055, 0.097, 0.069, 0.094, -0.031, 0.048, -0.002, 0.016, -0.008, 0.067, 0.039, 0.035, 0.020]}

---

No. 3
{"formula": "C6H12NS", "method": "ωB97M-V with the def2-TZVPD basis set", "e_above_lowest_kj_mol": 161.56, "total_charge": 1, "gap_ev": 9.84, "lumo_energy_ha": -0.157, "multiplicity": 1, "elements": ["C", "C", "C", "C", "C", "C", "N", "S", "H", "H", "H", "H", "H", "H", "H", "H", "H", "H", "H", "H"], "positions_angstrom": [[1.87348, 1.70295, 0.09564], [-0.39019, 0.59412, 0.67150], [1.08557, 0.69230, 0.47827], [1.57011, -0.76400, 0.61443], [-2.35208, -0.74374, 0.18917], [-0.72658, -0.29499, -1.64038], [-1.04405, -0.16118, -0.17701], [-1.02370, 1.14417, 2.16586], [1.54619, 2.67354, -0.11488], [2.89945, 1.46473, -0.16549], [0.89721, -1.51306, 0.41983], [2.41634, -0.98385, 0.08344], [1.73199, -0.84164, 1.68923], [-2.75030, -0.18098, 1.12374], [-3.09810, -0.63791, -0.62153], [-2.05364, -1.80034, 0.43554], [-0.79762, -1.40989, -1.93399], [-1.52627, 0.37197, -2.08419], [0.23172, 0.06745, -1.80643], [0.17452, 1.64015, 2.58862]], "forces_ev_per_a": [[-0.25, -1.92, 0.10], [0.80, -0.19, -0.53], [0.15, -0.94, -1.56], [0.00, 2.65, 2.57], [0.06, 0.46, 1.62], [-2.40, -1.33, 0.92], [-1.10, 1.11, 0.02], [0.24, 0.15, 0.27], [-0.58, 1.33, -0.01], [0.00, 0.12, 0.30], [-2.02, -1.41, -0.77], [2.42, -0.19, -1.15], [0.56, -0.42, 0.12], [0.49, -1.31, -1.64], [0.61, -0.27, 0.42], [-1.09, 0.81, -0.19], [-0.10, 1.94, 0.36], [1.08, -1.09, -0.14], [1.65, 0.68, -0.51], [-0.53, -0.16, -0.21]], "lowdin_charge": [0.120, -0.576, -0.346, -0.007, -0.020, 0.039, -0.214, 0.998, 0.067, 0.095, 0.055, 0.069, 0.108, 0.078, 0.110, 0.129, 0.144, 0.132, 0.061, -0.043]}